1.
Here is 13 unconnected molecules or ions with the total composition C52H141N11O14 in a non-equilibrium geometry from the Open Molecules 2025 dataset. Energies are from wB97M-V/def2-TZVPD.

The geometry in ORCA input format:
```
! RIJCOSX wB97M-V def2-TZVPD def2/J DEFGRID3
* xyz 0 1
C -9.0102 27.2197 -9.0890
C -9.9579 26.0439 -9.0626
C -9.4312 24.9531 -8.1344
O -11.2346 26.4355 -8.5465
H -9.3894 28.0320 -9.7206
H -8.0171 26.9562 -9.4516
H -8.9249 27.7068 -8.1126
H -10.0842 25.6550 -10.0795
H -9.9933 24.0269 -8.2428
H -9.5522 25.2926 -7.1055
H -8.3608 24.8126 -8.2963
H -11.3496 27.3996 -8.7519
C -0.7018 29.3381 -1.4839
C -0.8046 27.8567 -1.7500
C 0.5229 27.1162 -1.8948
O -1.4378 27.3115 -0.5871
H -0.3325 29.9005 -2.3431
H -0.0853 29.5989 -0.6197
H -1.7058 29.6310 -1.1632
H -1.4127 27.7298 -2.6550
H 1.0274 27.4245 -2.8149
H 0.4056 26.0315 -1.8712
H 1.2282 27.3173 -1.0844
H -1.3596 26.3419 -0.5739
C 4.2102 30.5146 -5.3482
O 2.9085 31.0747 -5.4219
C 2.4627 31.6166 -4.1956
C 1.0307 32.1020 -4.4013
N 0.1233 31.0134 -4.6460
C -1.2738 31.4010 -4.7459
C -2.1154 30.2577 -5.2694
O -1.7123 30.0413 -6.6034
C -2.2897 28.9065 -7.2094
H 4.6020 30.3033 -6.3385
H 4.1068 29.5796 -4.7893
H 4.8850 31.1959 -4.8246
H 3.1599 32.3379 -3.7624
H 2.3897 30.7886 -3.4729
H 1.0993 32.8015 -5.2472
H 0.7314 32.6120 -3.4837
H 0.4197 30.3623 -5.3557
H -1.4379 32.2978 -5.3635
H -1.6055 31.7838 -3.7751
H -3.1540 30.5977 -5.1822
H -2.0162 29.3587 -4.6515
H -3.3680 29.0125 -7.3711
H -2.1098 27.9886 -6.6463
H -1.8616 28.8427 -8.2078
C -11.9231 31.6863 -8.5884
C -11.0792 30.4583 -8.2748
C -10.4725 30.4672 -6.8915
O -9.9135 31.7290 -6.5566
C -8.6601 31.9426 -7.1920
N -11.8045 29.1931 -8.5023
H -12.5575 31.9180 -7.7301
H -12.5324 31.5843 -9.4862
H -11.2585 32.5314 -8.7773
H -10.2426 30.4665 -8.9812
H -9.7467 29.6631 -6.7208
H -11.1800 30.2174 -6.0913
H -8.1843 32.8131 -6.7418
H -8.7666 32.0734 -8.2700
H -7.9523 31.1284 -7.0163
H -12.1000 29.2428 -9.4842
H -12.7618 29.2293 -8.1383
C -1.5794 34.7543 -2.7497
C -3.0577 35.1397 -2.8402
C -3.9951 33.9905 -2.5247
O -4.0631 33.0824 -3.6019
C -4.8520 31.9582 -3.3197
N -3.3593 36.2342 -1.8939
H -0.9726 35.5886 -3.0973
H -1.3774 33.7954 -3.2236
H -1.3610 34.6143 -1.6849
H -3.2690 35.4552 -3.8652
H -5.0018 34.3701 -2.3212
H -3.6302 33.4723 -1.6243
H -4.9346 31.1949 -4.0865
H -5.8682 32.2639 -3.0552
H -4.4724 31.4909 -2.4007
H -2.7700 37.0272 -2.1283
H -3.0169 35.9255 -0.9868
C -8.7041 33.4645 -1.6380
C -8.6844 32.8045 -3.0073
C -8.9066 31.2798 -3.0014
O -7.8113 30.5353 -2.4507
C -8.2516 29.8338 -1.3052
N -9.6302 33.4335 -3.9305
H -9.6994 33.2088 -1.2396
H -8.7041 34.5470 -1.7257
H -8.0188 32.9829 -0.9428
H -7.6872 32.9464 -3.4282
H -8.8519 30.9813 -4.0594
H -9.9195 30.9883 -2.7016
H -8.6684 30.4575 -0.5061
H -7.3802 29.2837 -0.9466
H -9.0256 29.0913 -1.5352
H -9.4796 32.9492 -4.8105
H -10.5878 33.2218 -3.6623
C -7.0866 28.8261 -5.2711
C -5.7515 28.0689 -5.2520
C -5.3288 27.6871 -3.8338
O -4.9622 28.8508 -3.1328
C -4.5980 28.5744 -1.7942
N -6.0013 26.7880 -5.9866
H -7.4409 28.8626 -6.2978
H -6.8573 29.8321 -4.8982
H -7.8255 28.4581 -4.5577
H -5.0125 28.6208 -5.8342
H -4.5238 26.9344 -3.8588
H -6.1577 27.1642 -3.3329
H -3.8535 27.7748 -1.7137
H -5.4416 28.1529 -1.2334
H -4.2511 29.5071 -1.3637
H -5.0714 26.4092 -6.1457
H -6.5215 26.2289 -5.3126
C -6.2909 23.7346 -4.6459
C -7.7664 23.8786 -4.2779
C -8.0993 23.4728 -2.8572
O -7.8037 22.1066 -2.6945
C -8.1557 21.6130 -1.4219
N -8.2437 25.2638 -4.4862
H -5.9853 22.6921 -4.5882
H -5.6721 24.3333 -3.9722
H -6.1748 24.0949 -5.6676
H -8.2916 23.2635 -5.0198
H -9.1655 23.6738 -2.6986
H -7.5699 24.1401 -2.1663
H -7.4369 21.9334 -0.6608
H -8.1918 20.5263 -1.4447
H -9.1464 21.9804 -1.1328
H -9.2232 25.3820 -4.2376
H -8.2818 25.4073 -5.4928
C -5.9688 27.0255 1.9880
C -7.0094 27.3299 3.0753
C -8.4415 27.1178 2.6394
O -8.6606 28.0492 1.5757
C -9.8386 27.8016 0.8238
N -6.7644 26.5609 4.2893
H -6.1881 27.6293 1.1134
H -5.9845 25.9580 1.7326
H -4.9624 27.0917 2.4080
H -6.8657 28.4036 3.2657
H -9.1561 27.4146 3.4165
H -8.5858 26.0908 2.2870
H -9.5904 27.2121 -0.0648
H -10.1214 28.7978 0.4814
H -10.6871 27.3369 1.3289
H -5.8155 26.6809 4.6084
H -7.4530 26.6825 5.0128
C -3.9645 24.4123 -0.7012
C -2.7598 24.5714 0.2248
C -2.8899 23.5154 1.3096
O -1.9700 23.8049 2.3479
C -1.9540 22.8678 3.3797
N -1.4884 24.4188 -0.4883
H -4.1774 23.4439 -1.1673
H -3.8996 25.0422 -1.5985
H -4.9037 24.7464 -0.2548
H -2.9204 25.5640 0.6443
H -2.6828 22.4877 0.9778
H -3.9291 23.4388 1.6623
H -1.7326 21.8364 3.0930
H -2.9032 22.8706 3.9392
H -1.2735 23.2116 4.1609
H -1.3692 23.4916 -0.8990
H -0.7899 24.2624 0.2480
C -0.3529 21.4058 -6.3862
C 0.4146 22.7233 -6.4986
C 0.0100 23.6881 -5.4095
O -1.3808 23.9304 -5.5301
C -1.8276 24.7928 -4.5132
N 1.8444 22.3733 -6.3748
H -1.4178 21.6077 -6.5089
H -0.1608 20.9021 -5.4417
H -0.0764 20.7327 -7.2004
H 0.2986 23.2129 -7.4699
H 0.5760 24.6270 -5.4951
H 0.2290 23.3403 -4.3933
H -1.3061 24.6661 -3.5610
H -2.9059 24.8586 -4.3650
H -1.6078 25.8224 -4.8392
H 2.4263 23.2079 -6.4367
H 2.1622 21.8401 -7.1771
C -12.2770 23.5743 -2.9332
C -12.5912 24.9450 -2.3353
C -12.5442 26.0131 -3.4262
O -11.2574 26.0875 -3.9681
C -11.2387 26.8914 -5.1548
N -13.9206 24.8803 -1.6994
H -12.3998 22.7829 -2.1897
H -11.2323 23.4290 -3.2084
H -12.9613 23.3942 -3.7616
H -11.8935 25.2675 -1.5582
H -12.9238 26.9868 -3.0877
H -13.3269 25.6890 -4.1344
H -11.5830 27.8966 -4.8910
H -11.9430 26.4935 -5.8892
H -10.2385 26.8802 -5.5764
H -14.5986 24.9533 -2.4630
H -14.1531 25.7263 -1.1826
C -3.1584 32.2046 4.4115
C -3.9055 30.8647 4.4935
C -4.4311 30.4178 3.1359
O -5.4383 31.3026 2.7350
C -5.8265 31.1589 1.4007
N -2.9733 29.9423 5.1095
H -2.2634 32.1011 3.7924
H -2.7604 32.4971 5.3849
H -3.8020 32.9781 3.9928
H -4.7893 31.0692 5.1156
H -4.7858 29.3878 3.3021
H -3.6338 30.2922 2.3944
H -6.4539 30.2572 1.2989
H -5.0390 31.0130 0.6517
H -6.4727 31.9767 1.0830
H -3.3069 28.9862 5.1708
H -2.6833 30.2224 6.0334
*
```

Output
E_tot (Ha): -3721.2131
LUMO level (eV): 0.46
HOMO energy (eV): -8.2
Gap between HOMO and LUMO (eV): 8.63

Löwdin population analysis, charges in e, atoms 1 to 5:
1 C -0.064
2 C -0.485
3 C -0.048
4 O -0.097
5 H 0.070

***

2.
Here is a molecular structure, C30H24AsBr4F9N4O6SSbTa in a non-equilibrium geometry from the Open Molecules 2025 dataset. Energies are from wB97M-V/def2-TZVPD.

The geometry in ORCA input format:
```
! RIJCOSX wB97M-V def2-TZVPD def2/J DEFGRID3
* xyz 1 2
Ta -0.0871 -0.5930 0.6627
O -0.2110 -2.5331 1.3100
S 0.9138 -3.0025 0.3353
O 1.6896 -4.0882 0.7819
O 1.6622 -1.6055 0.4081
O 0.2952 -3.0286 -0.9736
Br -4.2531 -2.6238 -4.5341
C -2.8825 -1.8665 -3.5415
C -1.6798 -1.4161 -4.2148
Br -1.5085 -1.6378 -6.0417
C -0.6450 -0.8313 -3.5151
Br 0.9463 -0.2049 -4.2694
C -0.7738 -0.7136 -2.1341
O 0.1129 -0.1915 -1.3311
C -1.9549 -1.1946 -1.4578
O -1.9046 -1.0568 -0.1709
C -3.0246 -1.7495 -2.1772
Br -4.5217 -2.2896 -1.2129
C -0.4912 2.7775 1.3340
N -1.2446 4.0033 1.2437
C -2.5542 3.8269 1.8740
N -3.3132 2.7688 1.2049
C -2.5933 1.5306 1.3180
N -1.2070 1.6063 0.6665
C -1.4486 2.0531 -0.7663
N -2.1821 3.2859 -0.8549
C -1.4385 4.3426 -0.1647
C -3.4816 3.1189 -0.2004
H -0.3227 2.5227 2.3705
H 0.4611 2.9210 0.8226
H -3.1106 4.7616 1.8119
H -2.4188 3.5656 2.9244
H -3.1469 0.7258 0.8390
H -2.4529 1.2985 2.3653
H -2.0306 1.2777 -1.2639
H -0.4769 2.1575 -1.2434
H -1.9934 5.2771 -0.2400
H -0.4648 4.4692 -0.6427
H -4.0423 2.3303 -0.7063
H -4.0403 4.0511 -0.2749
F 5.5972 2.8610 5.2762
C 4.8873 2.4903 4.2071
C 3.5081 2.5035 4.2887
C 2.7783 2.1071 3.1785
C 3.4272 1.7038 2.0136
C 4.8220 1.7165 1.9589
C 5.5618 2.1100 3.0603
Sb 2.3816 1.1158 0.2892
C 2.2538 2.9394 -0.7677
C 2.5826 4.1359 -0.1361
C 2.4502 5.3454 -0.8047
C 1.9848 5.3346 -2.1039
F 1.8544 6.4968 -2.7520
C 1.6489 4.1653 -2.7633
C 1.7840 2.9643 -2.0829
C 3.8581 0.0980 -0.8145
C 4.5165 -0.9961 -0.2503
C 5.5214 -1.6469 -0.9449
C 5.8560 -1.1903 -2.2055
F 6.8258 -1.8190 -2.8804
C 5.2415 -0.1010 -2.7868
C 4.2414 0.5490 -2.0756
H 3.0256 2.8104 5.2060
H 1.6888 2.1271 3.2415
H 5.3447 1.4037 1.0638
H 6.6430 2.1178 3.0460
H 2.9537 4.1403 0.8823
H 2.7060 6.2857 -0.3353
H 1.2951 4.2083 -3.7847
H 1.5277 2.0456 -2.5954
H 4.2577 -1.3491 0.7380
H 6.0453 -2.4943 -0.5249
H 5.5546 0.2310 -3.7671
H 3.7791 1.4197 -2.5159
F -0.6162 1.1429 3.8812
As -0.3498 -0.5560 4.0309
F 0.8008 -0.3320 5.2432
F -1.7852 -0.7438 4.8915
F -0.0648 -2.2051 3.9021
F -1.3554 -0.6191 2.3747
F 0.8875 -0.2838 2.6720
*
```

Output
E_tot (Ha): -15954.1235
LUMO level (alpha / beta) (eV): -4.43 / -6.56
HOMO energy (alpha / beta) (eV): -11.8 / -11.8
Gap between HOMO and LUMO (alpha / beta) (eV): 7.40 / 5.28

Löwdin population analysis, charges in e, atoms 1 to 5:
1 Ta 1.894
2 O -0.408
3 S 0.438
4 O -0.181
5 O -0.540

***

3.
Here is a single C4H7NS molecule in a non-equilibrium geometry from the Open Molecules 2025 dataset. Energies are from wB97M-V/def2-TZVPD.

The geometry in ORCA input format:
```
! RIJCOSX wB97M-V def2-TZVPD def2/J DEFGRID3
* xyz 0 1
C 1.0989 -0.7268 0.8415
N 1.5524 -0.8938 -0.5638
C 0.4896 -0.3188 -1.4029
C -0.1907 0.7546 -0.5666
S -1.6137 0.3606 0.4362
C 0.1230 0.4568 0.8706
H 1.9177 -0.6311 1.5911
H 0.5287 -1.6530 1.0984
H 2.4635 -0.3737 -0.7191
H 0.8570 0.1767 -2.3399
H -0.2319 -1.1084 -1.5901
H -0.1396 1.7630 -0.9577
H 0.4328 1.3186 1.4282
*
```

Output
E_tot (Ha): -609.5137
SMILES string: C1NC[C@H]2S[C@@H]12
LUMO level (eV): 0.94
HOMO energy (eV): -8.7
Gap between HOMO and LUMO (eV): 9.60

natural (NBO) population analysis, charges in e, atoms 1 to 5:
1 C -0.255
2 N -0.612
3 C -0.253
4 C -0.331
5 S 0.152

***

4.
Here is a single C20H25N3O3S2 molecule in a non-equilibrium geometry from the Open Molecules 2025 dataset. Energies are from wB97M-V/def2-TZVPD.

The geometry in ORCA input format:
```
! RIJCOSX wB97M-V def2-TZVPD def2/J DEFGRID3
* xyz 0 1
C 7.3356 1.7845 -1.2006
C 7.4288 1.2906 0.2406
O 6.2770 1.5951 0.9984
C 5.1287 0.8837 0.7989
C 4.0108 1.3445 1.4971
C 2.7990 0.7006 1.3875
C 2.6679 -0.4236 0.5747
N 1.4354 -1.0858 0.5314
C 0.8570 -1.6169 -0.5821
S 1.4105 -1.3433 -2.1173
N -0.2233 -2.4203 -0.3725
C -1.2116 -2.6049 -1.4045
C -2.4528 -1.7787 -1.0324
N -2.7333 -1.8620 0.3928
S -2.4446 -0.4388 1.2549
O -2.7845 -0.7267 2.6165
O -1.1222 0.0844 1.0172
C -3.6541 0.6461 0.5263
C -4.9911 0.3430 0.7026
C -5.9478 1.1651 0.1382
C -5.5757 2.2866 -0.6011
C -6.6237 3.1769 -1.1915
C -4.2241 2.5705 -0.7617
C -3.2590 1.7525 -0.1987
C -2.1395 -3.0149 1.0344
C -0.6053 -2.9866 0.9081
C 3.7834 -0.8981 -0.1013
C 5.0005 -0.2483 0.0024
H 8.2633 1.5680 -1.7237
H 6.5130 1.3024 -1.7229
H 7.1652 2.8581 -1.2108
H 7.6407 0.2142 0.2705
H 8.2383 1.8124 0.7598
H 4.1207 2.2172 2.1213
H 1.9366 1.0692 1.9247
H 0.7600 -0.7266 1.2014
H -0.7922 -2.2660 -2.3531
H -1.4602 -3.6671 -1.4861
H -3.3299 -2.1293 -1.5878
H -2.2827 -0.7275 -1.2751
H -5.2561 -0.5256 1.2834
H -6.9959 0.9408 0.2701
H -7.4141 2.5881 -1.6517
H -7.0760 3.7853 -0.4084
H -6.1973 3.8424 -1.9370
H -3.9233 3.4377 -1.3305
H -2.2058 1.9596 -0.3086
H -2.5638 -3.9132 0.5789
H -2.4321 -2.9777 2.0837
H -0.1878 -2.4022 1.7276
H -0.2071 -4.0092 0.9789
H 3.7040 -1.7773 -0.7198
H 5.8401 -0.6491 -0.5428
*
```

Output
E_tot (Ha): -1963.4660
SMILES string: CCOc1ccc(NC(=S)N2CCN(S(=O)(=O)c3ccc(C)cc3)CC2)cc1
LUMO level (eV): 0.45
HOMO energy (eV): -7.4
Gap between HOMO and LUMO (eV): 7.87

natural (NBO) population analysis, charges in e, atoms 1 to 5:
1 C -0.639
2 C -0.060
3 O -0.497
4 C 0.288
5 C -0.250